No. 1
Formula: C66H137N7O26
Source: the Open Molecules 2025 dataset
Level of theory: ωB97M-V/def2-TZVPD

Values from the calculation:
**Relative energy (zero: lowest compared OMol25 entry of this formula, charge and spin)**: 0.00 kJ/mol
**Gap between HOMO and LUMO**: 8.473 eV
**Lowest unoccupied orbital energy**: 0.0110 hartree
**E_HOMO**: -0.3003 hartree

```
236
Properties=species:S:1:pos:R:3:forces:R:3:mulliken_charge:R:1
C -1.45211 -0.97853 4.18504 -1.3 -1.0 -0.3 0.86
C -2.42141 -0.33823 5.21894 2.4 0.2 -1.4 0.00
O -1.46511 0.18866 6.15527 -0.6 0.3 1.2 -0.42
C -0.19676 -0.02954 5.79713 -0.1 -0.4 0.4 0.24
O 0.77070 0.31451 6.41623 -1.0 -1.1 0.4 -0.59
O -0.15147 -0.71046 4.66067 0.4 -0.2 -0.5 0.23
H -1.59041 -0.67261 3.15321 0.1 0.6 0.2 -0.62
H -1.63615 -2.05576 4.13046 0.4 -0.1 0.3 -0.10
H -3.03101 -1.13239 5.63293 -0.4 0.6 0.4 0.40
H -2.86176 0.53261 4.74156 -0.9 -0.3 0.4 0.01
C 2.84095 3.36244 5.33787 0.4 -0.2 -0.7 0.07
C 1.50272 2.62871 5.47688 1.4 0.8 1.5 0.64
O 0.86983 2.86470 4.23547 -0.4 -0.4 -0.2 0.00
C 1.56743 3.76189 3.51079 -0.2 0.0 -0.3 0.32
O 1.26641 4.07924 2.39964 0.0 0.1 0.1 -0.43
O 2.59998 4.23038 4.21181 0.5 0.0 -0.1 -0.38
H 3.62306 2.64027 5.08938 0.1 0.2 -0.3 -0.36
H 3.21977 4.00693 6.12663 -0.5 -0.2 0.3 0.38
H 0.98820 3.10759 6.31497 -0.7 -0.2 -0.3 0.34
H 1.63771 1.56014 5.71121 0.0 1.2 -0.7 -0.52
C 6.94836 1.66257 1.18596 0.3 0.3 0.0 -0.40
C 7.15229 2.62291 2.36104 0.1 0.3 -0.6 -0.45
O 5.89953 2.61438 3.05787 0.3 -0.5 -0.6 -0.34
C 5.00928 1.92201 2.30899 -0.4 0.2 0.8 0.19
O 3.88336 1.74091 2.66117 -0.1 -0.1 -0.3 0.35
O 5.54207 1.45724 1.16876 -0.2 -0.2 0.2 -0.25
H 7.47888 0.71977 1.31995 -0.2 -0.1 -0.1 0.22
H 7.22490 2.13113 0.24352 0.1 -0.2 0.0 0.37
H 7.31276 3.62188 1.95708 0.1 0.1 0.4 0.38
H 7.97624 2.30617 2.99418 -0.2 0.1 0.3 0.31
C 1.49510 0.20249 2.05466 -0.9 -0.2 0.4 0.70
C 1.93490 -0.09237 0.63428 1.3 -0.9 0.6 0.33
O 0.84411 -0.79261 0.01558 -0.6 0.8 -0.1 0.17
C -0.16724 -0.88976 0.91283 0.5 -0.4 -0.2 -0.23
O -1.25675 -1.34298 0.69399 0.2 0.0 -0.2 -0.26
O 0.25009 -0.50780 2.10854 -0.8 0.4 0.1 0.45
H 1.28995 1.25192 2.25739 0.1 0.0 0.0 -0.70
H 2.06909 -0.24622 2.86047 0.4 0.3 -0.2 -0.27
H 2.74723 -0.81965 0.70143 0.2 0.2 -0.4 0.42
H 2.25571 0.80640 0.12036 -0.3 -0.1 -0.4 -0.54
C -0.36004 -5.56199 2.19202 -0.5 0.1 -0.5 -0.41
C -0.41497 -4.11955 1.74283 -0.5 -0.1 -0.7 0.00
O 0.76580 -3.55091 2.28155 0.2 0.0 0.3 0.60
C 1.16335 -4.32127 3.31745 -0.1 -0.1 0.0 0.05
O 2.01879 -4.02039 4.08570 0.0 -0.1 0.0 -0.56
O 0.44729 -5.47853 3.35881 0.4 0.1 0.1 -0.45
H 0.05821 -6.21905 1.42672 0.4 0.0 0.3 0.25
H -1.36530 -5.91584 2.41524 0.2 -0.2 0.4 0.40
H -1.30082 -3.62746 2.14687 0.2 0.3 0.0 0.02
H -0.40362 -4.01083 0.66034 0.0 0.1 0.0 -0.13
C -6.94566 4.54921 1.26487 0.7 -0.2 0.3 -2.07
C -5.55208 4.02789 0.85913 0.1 0.9 0.5 1.64
C -4.54309 4.49134 1.92429 1.5 0.1 -0.1 -1.66
C -3.27084 3.62758 1.96714 -0.7 -0.2 0.2 0.43
C -3.58358 2.14778 2.08697 0.6 1.0 -0.9 -0.60
C -4.44530 1.66824 0.89203 -0.2 -0.6 -0.1 2.78
N -5.61567 2.54625 0.77119 -0.2 1.3 1.6 0.15
O -6.54774 2.16838 -0.19649 0.2 -0.3 -0.4 -0.49
C -3.69028 1.54464 -0.45069 1.6 -0.1 1.2 -1.03
C -4.96514 0.28077 1.33236 -0.8 0.0 0.1 -2.27
C -5.07058 4.71256 -0.42811 -0.2 -0.7 -0.5 -1.78
H -7.12757 4.19564 2.28092 -0.3 -0.2 -0.1 0.47
H -7.72244 4.19802 0.59110 -0.1 0.1 0.0 0.32
H -6.91518 5.63780 1.32763 -0.1 0.0 -0.3 0.42
H -4.05778 5.42816 1.62946 -0.9 0.4 -0.2 0.47
H -4.96553 4.70591 2.90694 -0.2 -0.6 0.1 0.30
H -2.60828 3.96497 2.76620 0.0 0.0 0.0 0.63
H -2.71000 3.76032 1.03724 0.0 0.1 0.0 -0.83
H -4.08479 1.94727 3.03485 -0.1 -0.2 -0.1 0.49
H -2.58449 1.70217 2.05644 -0.3 -0.8 0.1 -0.31
H -2.81602 0.91836 -0.23025 -0.3 -0.5 -0.3 -0.39
H -4.26086 1.10431 -1.26403 -0.1 0.1 0.1 0.69
H -3.16654 2.45657 -0.74808 -0.6 0.3 -0.2 -0.23
H -4.28887 -0.34916 1.91472 0.7 0.1 -0.6 0.09
H -5.77135 0.43111 2.05581 -0.2 0.2 -0.3 0.57
H -5.36543 -0.25977 0.47424 0.0 -0.2 0.1 0.46
H -4.01322 4.46952 -0.53618 -0.1 -0.1 -0.5 0.51
H -5.13510 5.79923 -0.45477 -0.3 0.0 0.4 0.45
H -5.67845 4.35276 -1.26478 0.4 0.1 -0.3 0.38
H -6.26760 2.59579 -1.02179 0.0 -0.3 -0.1 0.38
C 5.65567 -2.41718 2.91048 0.7 -0.4 -0.4 -0.90
C 6.41261 -2.61213 4.25526 -0.2 -0.3 -0.7 2.03
C 7.52013 -1.56674 4.32044 0.3 0.3 0.3 -1.60
C 7.03381 -0.17130 4.67123 -0.1 -0.7 0.5 1.32
C 6.21433 -0.18131 5.96828 -0.8 -0.9 -2.5 -1.62
C 5.06775 -1.26080 5.92888 -0.1 0.8 0.9 1.69
N 5.52830 -2.54634 5.41996 1.3 0.5 1.2 0.46
O 4.50883 -3.50923 5.41099 0.3 0.5 -0.5 -0.50
C 4.68965 -1.34907 7.41482 -0.3 -1.1 0.3 -2.10
C 3.79559 -0.73010 5.21344 0.3 -0.4 -0.1 -1.09
C 7.08032 -3.99715 4.29342 -0.4 -0.3 0.0 -2.09
H 6.25791 -2.86857 2.11478 -0.1 -0.3 0.1 0.67
H 5.58918 -1.38643 2.55607 -0.4 0.2 0.5 -0.54
H 4.68915 -2.92190 2.89872 -0.1 0.2 -0.1 0.12
H 8.29162 -1.87682 5.03142 -0.2 0.0 0.2 0.42
H 8.04092 -1.51821 3.35881 -0.1 -0.3 -0.1 0.40
H 6.38669 0.17939 3.86399 0.3 0.4 0.0 -1.29
H 7.91479 0.44574 4.86170 -0.2 0.4 -0.5 0.69
H 5.64126 0.74425 5.90886 0.4 0.4 1.1 0.23
H 6.91295 -0.34949 6.78269 -0.4 0.3 0.4 0.57
H 5.53372 -1.59333 8.06238 0.2 0.1 -0.2 0.48
H 4.25591 -0.41574 7.77318 0.0 0.0 -0.1 0.34
H 3.97363 -2.16028 7.56742 -0.2 0.2 0.0 0.37
H 3.51438 0.19950 5.70459 -0.1 0.2 -0.4 0.29
H 3.91665 -0.64353 4.13087 0.2 0.5 0.1 -0.37
H 2.93823 -1.39570 5.33388 0.1 -0.2 0.3 0.53
H 6.31995 -4.75069 4.50126 0.0 0.0 0.0 0.37
H 7.81915 -4.04990 5.09235 0.0 0.1 0.1 0.41
H 7.56375 -4.27766 3.35562 0.1 0.3 -0.1 0.32
H 3.97552 -3.27778 4.63488 -0.5 -0.4 0.2 0.17
C 0.06878 -4.07481 -5.59628 1.8 0.2 -0.2 -1.83
C -1.26190 -3.37946 -5.33877 0.7 -0.7 -0.3 1.57
C -1.90759 -4.16871 -4.18488 -1.3 0.2 -0.3 -0.78
C -3.04987 -3.47143 -3.44464 1.0 0.6 1.2 -0.55
C -2.61061 -2.05492 -2.98829 -0.4 -0.7 -1.6 -0.63
C -1.95705 -1.24677 -4.14345 -0.2 0.4 -0.3 2.22
N -0.94826 -2.02247 -4.88145 0.1 -0.9 1.3 0.88
O -0.34204 -1.27414 -5.90522 -0.4 0.4 -0.4 -0.60
C -3.07363 -0.69060 -5.04371 0.1 0.5 -0.5 -1.73
C -1.25739 -0.06129 -3.49849 0.4 0.8 0.6 -1.75
C -2.07258 -3.47545 -6.63486 -1.5 1.5 0.4 -1.74
H 0.72161 -3.59797 -6.33655 -0.6 0.4 -0.3 0.36
H 0.04513 -5.10654 -5.95314 -0.6 -0.1 0.3 0.40
H 0.71632 -4.01790 -4.71945 -0.3 -0.2 0.3 0.31
H -2.34436 -5.07240 -4.61904 0.4 -0.2 0.0 0.67
H -1.18772 -4.45404 -3.41818 0.3 0.1 -0.3 -0.44
H -3.19166 -4.01292 -2.50455 -0.3 -0.3 -0.2 0.11
H -4.02532 -3.43577 -3.92869 0.2 0.0 -0.4 0.39
H -1.95806 -2.07506 -2.11538 0.0 -0.1 0.0 -0.20
H -3.55981 -1.56341 -2.77033 0.3 0.4 0.5 0.37
H -3.76941 -0.17221 -4.38258 -0.3 0.0 -0.3 0.37
H -2.71107 0.03375 -5.77883 0.4 0.2 0.3 0.37
H -3.56676 -1.40455 -5.70066 -0.3 -0.3 0.6 0.25
H -1.87600 0.37984 -2.71042 -0.3 0.0 -0.2 -0.18
H -0.33141 -0.31772 -2.97538 0.0 -0.4 -0.2 0.30
H -1.01364 0.74385 -4.19336 -0.1 -0.1 -0.2 0.45
H -1.82116 -2.69539 -7.35701 1.0 -0.5 -0.2 0.33
H -3.09360 -3.11167 -6.46337 -0.2 -0.8 0.3 0.33
H -2.11198 -4.48359 -7.03645 0.2 0.1 -0.2 0.44
H 0.56251 -1.11492 -5.61727 0.0 -0.1 0.2 0.32
C 1.60387 -5.59564 -2.79861 0.3 -0.8 -0.1 -0.74
O 2.07116 -4.26689 -2.85135 -0.1 -0.3 1.2 -0.50
C 1.97803 -3.61153 -1.59281 0.1 1.0 0.2 0.18
C 2.72347 -4.23790 -0.41317 -0.4 -0.5 -0.8 -0.49
N 4.10969 -4.49433 -0.70933 0.3 0.4 0.0 -0.30
C 4.79114 -5.11608 0.43557 0.7 0.3 -1.5 0.73
C 6.25024 -5.46655 0.08333 -1.3 0.8 -0.2 -0.53
O 6.28809 -6.65140 -0.68367 0.2 -0.2 -0.2 -0.37
C 6.50416 -7.80293 0.09676 0.3 0.0 0.7 -0.73
H 1.96042 -6.03243 -3.72978 -0.5 -0.2 0.0 0.35
H 0.52632 -5.73392 -2.64981 -0.2 0.6 -0.5 0.17
H 2.00106 -6.21643 -1.98486 0.6 0.4 0.0 0.37
H 0.93614 -3.43432 -1.29494 -0.2 -0.3 -0.1 0.07
H 2.36437 -2.60244 -1.74928 0.2 -0.1 -0.2 -0.12
H 2.21852 -5.18601 -0.15517 -0.2 0.1 0.3 0.21
H 2.60659 -3.55695 0.43338 0.1 0.0 0.0 0.20
H 4.18921 -4.99749 -1.58467 0.1 -0.2 0.1 0.37
H 4.29026 -6.05765 0.68721 -0.2 0.2 0.9 0.25
H 4.81998 -4.28298 1.13657 -0.3 -0.7 0.8 -0.66
H 6.86397 -5.48657 0.98721 0.1 -0.4 0.0 0.23
H 6.56400 -4.62297 -0.53608 0.4 -0.2 -0.2 0.42
H 7.42094 -7.66008 0.67975 0.1 -0.2 0.0 0.30
H 6.59848 -8.69824 -0.51346 0.1 0.3 -0.4 0.28
H 5.71160 -8.01264 0.82571 -0.2 0.2 -0.1 0.28
C -2.66567 10.49891 -4.38478 -0.3 0.0 -0.6 -0.72
O -1.62894 10.24070 -3.47150 0.0 -0.2 -0.3 -0.36
C -1.63015 8.89169 -3.07179 0.3 -1.2 0.0 -0.86
C -0.21321 8.44921 -2.65045 -1.3 0.3 1.0 0.08
N -0.30360 7.39867 -1.60965 0.4 -0.6 -1.6 -0.45
C -0.94889 6.18435 -2.15441 -0.4 -0.5 1.4 -0.65
C -0.84410 5.08343 -1.12369 -1.1 -0.3 1.0 0.13
O 0.43535 4.50826 -1.11421 0.4 -0.3 0.1 -0.49
C 0.40315 3.20071 -0.52440 -0.6 0.7 -0.7 -0.19
H -3.65862 10.34372 -3.94998 0.0 0.0 0.1 0.29
H -2.57506 9.85923 -5.27064 0.0 -0.2 0.1 0.32
H -2.61774 11.51752 -4.76872 0.2 0.1 0.4 0.28
H -1.89201 8.17460 -3.86284 -0.3 0.6 -0.5 0.42
H -2.38925 8.67212 -2.31165 0.2 0.4 0.4 0.36
H 0.23191 9.32467 -2.17827 0.5 -0.1 -0.3 0.46
H 0.26995 8.10641 -3.56846 0.5 0.2 0.1 -0.22
H 0.64647 7.07225 -1.44191 0.1 0.3 0.4 0.32
H -0.54969 5.69838 -3.05433 0.2 0.7 -0.4 0.15
H -2.01611 6.37682 -2.27960 0.0 0.1 -0.2 0.44
H -1.66251 4.35499 -1.26502 0.4 -0.4 -0.8 -0.31
H -1.11822 5.38883 -0.10060 0.4 0.7 0.0 0.36
H -0.24226 3.22020 0.35626 0.1 -0.2 0.1 0.43
H 1.39479 2.85928 -0.24649 0.1 0.3 -0.1 -0.08
H -0.01593 2.57290 -1.31648 0.0 -0.6 0.4 0.10
C -3.49611 -4.21968 0.42581 -0.1 -0.3 -0.6 -0.24
O -4.58214 -4.83435 -0.23335 0.3 0.2 -0.2 -0.47
C -5.73713 -4.03273 -0.23609 -0.9 -0.3 0.2 -0.38
C -6.78158 -4.73625 -1.13533 0.1 1.5 0.7 -0.73
N -8.11270 -4.49283 -0.62647 -0.2 -0.9 0.8 -0.26
C -9.15405 -5.17053 -1.36304 0.4 0.3 0.1 -0.69
C -10.53559 -4.66302 -0.99961 -0.9 -1.2 -1.8 -0.55
O -10.80308 -3.40763 -1.57605 0.7 0.9 0.4 -0.30
C -12.16341 -3.02289 -1.48662 0.5 -0.8 0.6 -0.70
H -2.74803 -4.99509 0.59584 -0.1 -0.1 0.1 0.02
H -3.82144 -3.79159 1.37909 0.2 0.2 0.0 0.41
H -3.04548 -3.47956 -0.24318 0.0 0.4 0.4 0.05
H -5.61392 -2.98174 -0.53248 0.6 -0.1 -0.5 0.12
H -6.09179 -3.93326 0.80005 -0.3 -0.3 0.0 0.54
H -6.55160 -5.80058 -1.13220 -0.1 0.0 -0.1 0.27
H -6.72523 -4.30304 -2.14363 0.4 -0.5 -0.2 0.36
H -8.33773 -3.53738 -0.39788 0.1 0.1 -0.4 0.27
H -9.10697 -6.25282 -1.19139 -0.1 0.0 0.5 0.33
H -8.94265 -5.12927 -2.44384 -0.5 0.5 -0.1 0.32
H -10.80452 -4.74600 0.05778 0.4 0.4 0.2 0.39
H -11.21592 -5.34830 -1.53481 -0.1 -0.3 0.3 0.40
H -12.53306 -3.30770 -0.49480 -0.2 0.2 0.0 0.30
H -12.72822 -3.58811 -2.23353 -0.3 0.3 -0.1 0.27
H -12.22855 -1.94388 -1.58558 -0.1 0.0 -0.3 0.25
C 3.60963 1.37880 -2.27184 -1.4 -1.5 0.0 -0.62
O 2.63491 2.26034 -2.77384 0.4 1.6 -0.3 0.03
C 2.17900 2.01026 -4.08580 0.2 -2.1 -0.2 -0.29
C 0.96277 2.84918 -4.39224 -0.4 0.7 1.1 -0.61
N 1.22720 4.28027 -4.46713 0.1 -0.2 -0.6 0.04
C 2.20123 4.68653 -5.47741 -0.2 0.5 0.1 -0.64
C 2.53809 6.11870 -5.17184 0.4 1.1 -1.1 -0.67
O 3.27495 6.26987 -3.98984 -0.4 -0.8 0.9 -0.20
C 3.53904 7.60705 -3.63938 0.7 -0.2 -0.7 -0.77
H 4.18609 1.81006 -1.45758 0.0 0.3 -0.2 0.14
H 4.24075 0.86545 -3.00419 0.2 0.6 -0.3 0.42
H 2.98314 0.56227 -1.88179 0.6 -0.3 0.4 -0.07
H 1.91175 0.93886 -4.12670 -0.4 0.0 0.0 0.38
H 2.99745 2.03065 -4.81439 0.1 0.7 0.0 0.28
H 0.27134 2.65646 -3.56329 0.2 0.3 0.2 -0.33
H 0.31023 2.55852 -5.21824 0.8 -0.3 -0.6 0.50
H 1.52657 4.67527 -3.58305 0.0 -0.4 0.2 0.29
H 1.78215 4.72980 -6.48878 -0.4 -0.3 0.1 0.37
H 3.10911 4.08160 -5.57845 0.1 -0.1 0.4 0.34
H 1.59957 6.69182 -5.18104 -0.1 0.0 0.5 0.18
H 3.08705 6.58379 -6.00713 0.3 -0.3 0.0 0.54
H 4.24385 7.96767 -4.40132 -0.4 0.7 -0.1 0.39
H 4.10182 7.67212 -2.70936 -0.3 -0.4 0.2 0.21
H 2.61828 8.18988 -3.56889 0.1 0.2 -0.1 0.26
```
Positions in Å, forces in eV/Å.

---

No. 2
Formula: C9H14N2O5
Source: the Open Molecules 2025 dataset
Level of theory: ωB97M-V/def2-TZVPD

Values from the calculation:
**Relative energy (zero: lowest compared OMol25 entry of this formula, charge and spin)**: 47.41 kJ/mol
**Gap between HOMO and LUMO**: 10.458 eV
**Lowest unoccupied orbital energy**: 0.0206 hartree
**E_HOMO**: -0.3637 hartree

```
30
Properties=species:S:1:pos:R:3:forces:R:3:mulliken_charge:R:1
C 1.52893 -0.27978 -1.01406 -0.3 -0.8 0.0 0.21
C 0.51250 0.45623 -0.13923 0.7 0.2 -0.5 0.31
C 2.90406 0.17973 -0.59394 0.7 1.3 0.8 -0.75
C 3.36805 -0.27028 0.82469 0.5 -1.5 0.1 0.34
C -1.74451 0.69195 0.67929 -0.6 1.3 0.2 0.29
C -1.37880 0.77591 2.15389 1.3 0.3 0.1 0.19
C -3.01959 -0.14797 0.45578 -0.3 0.7 -0.6 -0.74
C -2.74509 -0.67759 -0.95519 -1.9 0.6 -1.0 -0.80
C -1.28238 -0.96459 -1.01014 -0.4 -1.5 0.1 -0.54
H 1.60265 0.97703 -2.54373 -0.3 0.4 -0.2 0.27
H 1.86695 -0.50801 -2.98489 0.0 -0.4 -0.2 0.29
H 1.37282 -1.35540 -0.93733 0.1 -0.1 0.4 0.44
H 3.69604 -0.09835 -1.30326 -0.4 -0.2 0.3 0.42
H 2.77671 1.29561 -0.63221 0.6 -0.9 0.3 0.36
H 2.14719 0.89011 1.75511 0.0 0.5 -0.5 0.44
H -1.89977 1.76587 0.33442 0.2 -1.3 0.5 0.27
H -3.16635 -0.95321 1.17729 0.3 0.1 0.1 0.38
H -3.90563 0.52013 0.47329 0.5 -0.6 0.1 0.32
H -3.03110 0.12240 -1.66786 0.4 -0.2 0.2 0.31
H -3.37323 -1.52377 -1.24984 0.2 0.0 0.2 0.41
H -0.86057 -0.93545 -2.00950 0.1 0.1 0.0 0.44
H -1.17604 -1.98398 -0.59042 0.5 0.3 -0.1 0.21
H -0.37987 -0.08079 3.46805 0.2 0.2 1.1 0.33
N 1.24721 0.03800 -2.40650 0.3 0.6 -0.2 -0.66
N -0.74145 0.04963 -0.15282 -0.3 0.0 0.5 0.19
O 0.87638 1.43505 0.50161 -0.3 0.4 0.7 -0.82
O 4.07667 -1.25127 0.98963 -0.7 1.3 -0.7 -0.58
O 2.96656 0.40098 1.91729 0.0 -0.2 -0.1 -0.51
O -1.64748 1.67182 2.90248 -0.7 0.1 -0.2 -0.58
O -0.59088 -0.24001 2.55810 -0.4 -0.7 -1.3 -0.44
```
Positions in Å, forces in eV/Å.

---

No. 3
Formula: CH3N5
Source: the Open Molecules 2025 dataset
Level of theory: ωB97M-V/def2-TZVPD

Values from the calculation:
**Relative energy (zero: lowest compared OMol25 entry of this formula, charge and spin)**: 200.30 kJ/mol
**Gap between HOMO and LUMO**: 11.247 eV
**Lowest unoccupied orbital energy**: 0.0242 hartree
**E_HOMO**: -0.3892 hartree

```
9
Properties=species:S:1:pos:R:3:forces:R:3:mulliken_charge:R:1
C 0.20882 -1.14845 -0.01496 -0.6 1.3 -0.6 -0.05
H 0.69075 1.95094 -0.79506 -0.9 -2.2 -0.2 0.30
H -0.64985 1.40495 -1.50000 -3.0 0.9 -1.1 0.25
H 0.44304 -1.74257 -0.80798 0.8 -1.2 -2.1 0.47
N 0.17646 1.07520 -1.15980 3.0 -0.4 3.2 -0.62
N -0.15498 0.14776 -0.06633 1.4 0.5 -0.3 0.44
N 0.05638 -1.57468 1.15361 -0.2 -3.0 3.2 -0.34
N -0.36673 -0.55545 1.98230 1.1 -0.3 -3.0 -0.24
N -0.40389 0.44230 1.20822 -1.6 4.3 0.9 -0.22
```
Positions in Å, forces in eV/Å.